[1]
{
  "formula": "C3H6N2O",
  "method": "ωB97M-V with the def2-TZVPD basis set",
  "symbols": ["N", "C", "O", "C", "C", "N", "H", "H", "H", "H", "H", "H"],
  "coordinates": [[0.35195, 0.37008, -1.68813], [-0.35191, 0.14912, -0.56379], [-1.52434, 0.61665, -0.45097], [0.21683, -0.63451, 0.52696], [1.46657, -0.49574, 0.96991], [-1.81744, 0.73975, 0.99964], [-0.05415, 0.88443, -2.45534], [1.19442, -0.16028, -1.84085], [-0.49888, -1.32569, 0.96390], [2.10725, 0.31507, 0.63031], [1.84055, -1.13661, 1.76001], [-2.77048, 0.35794, 0.99204]],
  "forces_ev_per_angstrom": [[-0.141, -0.012, 0.120], [0.003, 0.076, -0.110], [0.413, -0.126, -0.304], [0.238, 0.056, 0.165], [-0.148, -0.041, -0.061], [-0.339, -0.150, 0.158], [0.005, -0.038, 0.163], [-0.133, 0.077, 0.025], [0.147, 0.067, -0.016], [-0.060, -0.193, -0.037], [0.006, 0.093, -0.085], [0.008, 0.191, -0.019]],
  "nbo_charge": [-0.775, 0.632, -0.332, -0.270, -0.387, -0.645, 0.414, 0.413, 0.258, 0.197, 0.209, 0.284],
  "mol_weight_g_mol": 86.094,
  "relative_energy_kj_mol": 470.8,
  "homo_ev": [-7.0556, -7.0533],
  "orbital_gap_ev": [7.6, 7.6],
  "lumo_ev": [0.6, 0.6]
}

=====

[2]
{
  "formula": "H32O16",
  "method": "ωB97M-V with the def2-TZVPD basis set",
  "symbols": ["O", "H", "H", "O", "H", "H", "O", "H", "H", "O", "H", "H", "O", "H", "H", "O", "H", "H", "O", "H", "H", "O", "H", "H", "O", "H", "H", "O", "H", "H", "O", "H", "H", "O", "H", "H", "O", "H", "H", "O", "H", "H", "O", "H", "H", "O", "H", "H"],
  "coordinates": [[0.32794, -2.37290, -2.69410], [-0.35706, -1.70790, -2.47210], [1.05194, -1.84090, -3.09710], [0.95194, 2.70910, 2.58190], [0.72394, 2.79010, 1.62690], [1.68394, 3.30110, 2.64290], [2.96494, 0.21610, -1.32010], [3.71594, -0.02390, -1.84610], [2.54194, -0.64990, -1.13410], [0.80394, 2.25910, -0.45210], [0.94494, 2.27410, -1.40810], [0.22394, 2.99210, -0.24010], [3.39494, 1.78910, 0.93890], [2.61494, 1.38410, 0.55490], [4.18094, 1.71410, 0.41390], [2.18494, -2.25590, -0.57110], [2.71394, -3.05990, -0.66010], [1.33894, -2.44290, -1.03910], [-2.31506, 1.65110, -0.84210], [-1.64306, 1.78810, -0.20810], [-2.99606, 1.26610, -0.28010], [-2.86306, -0.29890, 3.42090], [-2.19806, -0.82990, 3.78290], [-2.86706, -0.61790, 2.49190], [-2.39606, -1.55690, 1.04190], [-3.18906, -2.05790, 1.10990], [-1.69606, -2.17590, 1.30190], [-1.58806, 1.55010, 1.90590], [-1.71206, 1.01310, 2.68290], [-1.10606, 2.37710, 2.03090], [-2.45706, -2.03090, -1.94610], [-2.48206, -2.90090, -1.60110], [-2.48106, -1.49190, -1.18510], [-0.01106, -0.29890, -0.06810], [0.39194, 0.58610, -0.21910], [-0.79706, -0.23990, 0.56390], [-1.11006, 0.36810, -3.02010], [-1.74206, -0.11290, -3.54110], [-1.55106, 0.53010, -2.21510], [0.72094, -0.07690, 2.76690], [0.50394, 0.70710, 2.30590], [1.49694, 0.22210, 3.26590], [1.29294, 1.58010, -2.99110], [0.40894, 1.23710, -2.81210], [1.90794, 1.00810, -2.56010], [0.08994, -2.78790, 1.37690], [0.10494, -3.51290, 0.72790], [0.27594, -1.96890, 0.88790]],
  "forces_ev_per_angstrom": [[0.630, 0.792, -0.091], [0.183, -0.291, -0.174], [-0.836, -0.509, 0.301], [-1.347, -0.014, -1.263], [0.654, -0.308, 0.906], [1.095, 0.570, 0.263], [-0.706, -0.136, -0.088], [0.776, -0.097, -0.397], [0.248, -0.026, 0.379], [-0.286, 0.188, 1.175], [0.455, 0.148, -0.989], [-0.125, 0.276, -0.356], [-0.275, 0.888, 1.786], [0.605, -0.137, -0.667], [-0.131, -0.477, -0.749], [-0.321, -0.484, -0.264], [-0.089, 0.228, 0.021], [0.463, 0.118, -0.094], [-1.362, -0.348, -1.059], [1.335, 0.160, 1.132], [-0.223, 0.064, -0.076], [-1.415, 1.054, -1.321], [1.675, -1.291, 1.256], [-0.060, 0.264, 0.506], [0.341, 0.589, -0.367], [-1.215, -0.652, 0.008], [0.793, -0.257, 0.141], [0.102, 0.777, -2.070], [-0.078, 0.007, 1.165], [-0.314, -0.497, 1.028], [-0.054, 0.324, -1.856], [-0.001, -1.443, 0.321], [0.071, 1.145, 1.576], [-1.263, -0.493, 0.657], [-0.677, -0.406, 0.557], [1.685, 0.584, -1.329], [1.075, -0.357, -1.344], [-0.313, -0.337, -0.553], [-1.037, 0.651, 1.957], [0.742, -1.244, 1.132], [-0.490, 1.194, -0.768], [-0.228, -0.339, -0.087], [-0.719, 1.547, -0.488], [-0.201, -0.531, -0.709], [0.929, -0.898, 0.746], [-0.846, -0.623, -0.123], [0.175, 0.530, 0.308], [0.579, 0.094, -0.038]],
  "nbo_charge": [-0.979, 0.516, 0.475, -0.951, 0.464, 0.491, -0.990, 0.474, 0.511, -0.996, 0.517, 0.472, -0.978, 0.499, 0.476, -0.978, 0.481, 0.507, -0.952, 0.481, 0.482, -0.959, 0.471, 0.484, -0.994, 0.482, 0.516, -1.021, 0.520, 0.485, -0.949, 0.469, 0.482, -1.036, 0.504, 0.502, -0.979, 0.492, 0.499, -0.957, 0.474, 0.476, -0.981, 0.493, 0.486, -0.966, 0.466, 0.515],
  "mol_weight_g_mol": 288.240,
  "relative_energy_kj_mol": 398.4,
  "homo_ev": -10.6344,
  "orbital_gap_ev": 10.6,
  "lumo_ev": 0.0
}

=====

[3]
{
  "formula": "C5H10O",
  "method": "ωB97M-V with the def2-TZVPD basis set",
  "symbols": ["C", "C", "C", "O", "H", "H", "H", "H", "H", "H", "C", "C", "H", "H", "H", "H"],
  "coordinates": [[1.66605, -1.93948, 1.04740], [1.24179, -0.54893, 1.13409], [1.20542, 0.25517, -0.00801], [1.01919, 1.53854, 0.08934], [0.85761, -2.59642, 1.40476], [1.95486, -2.25612, 0.05346], [2.49340, -2.12808, 1.73710], [0.97886, -0.13046, 2.09986], [1.33643, -0.12630, -1.02253], [1.75545, 2.04538, -0.30010], [-3.05680, 1.03368, -1.18961], [-1.79755, 0.89868, -0.82175], [-3.31269, 1.90381, -1.78135], [-3.86536, 0.33936, -1.02282], [-1.11752, 1.71879, -1.01577], [-1.35913, -0.00763, -0.40406]],
  "forces_ev_per_angstrom": [[-0.103, -0.251, 0.003], [-0.307, -0.410, -0.119], [-0.024, 0.166, -0.535], [0.741, 0.204, 1.185], [0.004, 0.088, 0.086], [0.012, 0.030, -0.190], [0.017, 0.035, 0.147], [0.021, 0.210, -0.070], [0.368, -0.287, 0.238], [-0.546, 0.250, -0.677], [-0.121, 0.154, -0.398], [0.238, -0.019, -0.221], [-0.197, 0.198, 0.305], [0.162, -0.328, 0.048], [0.079, -0.098, -0.111], [-0.344, 0.058, 0.309]],
  "nbo_charge": [-0.713, 0.073, 0.333, -0.568, 0.305, 0.250, 0.298, 0.251, 0.213, 0.545, -0.324, -0.431, 0.208, 0.211, 0.188, 0.161],
  "mol_weight_g_mol": 86.134,
  "s_squared": 0.75,
  "relative_energy_kj_mol": 83.6,
  "multiplicity": 2,
  "charge": 1,
  "homo_ev": [-13.3856, -13.3785],
  "orbital_gap_ev": [8.7, 5.1],
  "lumo_ev": [-4.7, -8.3]
}

=====

[4]
{
  "formula": "C4H8N3OP",
  "method": "ωB97M-V with the def2-TZVPD basis set",
  "symbols": ["C", "C", "C", "C", "N", "N", "N", "O", "P", "H", "H", "H", "H", "H", "H", "H", "H"],
  "coordinates": [[0.58893, -0.87448, 1.21551], [0.84445, -0.35463, 2.47197], [-0.12118, 1.17911, 1.19033], [-0.45353, -1.19079, -2.37218], [-0.04150, 0.05527, 0.52961], [0.40534, 0.91059, 2.40130], [0.40169, 1.35335, -1.51317], [-2.13671, 0.39535, -0.68707], [-0.71466, 0.30074, -1.14892], [0.83363, -1.91538, 0.92108], [1.30114, -0.71679, 3.42753], [-0.69677, 1.98116, 0.86821], [0.16380, -0.68640, -3.25950], [0.17549, -2.01637, -2.00652], [-1.39303, -1.38682, -2.80540], [0.19494, 1.59174, 3.25180], [0.64798, 1.37436, -2.48459]],
  "forces_ev_per_angstrom": [[1.410, -2.582, 2.401], [0.812, -1.180, 0.670], [0.467, -1.956, 2.017], [2.429, 2.877, -0.349], [-0.232, 0.301, -2.282], [-1.596, 4.426, 2.837], [-0.910, 0.139, 0.407], [0.736, 0.330, -0.928], [0.325, -1.197, -1.734], [-0.440, 1.176, -0.217], [-0.510, 0.126, -1.452], [-0.496, 1.465, -0.242], [-1.127, -1.037, 1.982], [-0.695, 0.114, -0.070], [-1.155, -0.981, -0.110], [1.044, -2.148, -2.525], [-0.062, 0.126, -0.405]],
  "nbo_charge": [-0.042, -0.088, 0.244, -0.977, -0.524, -0.485, -1.373, -1.113, 2.105, 0.242, 0.240, 0.259, 0.228, 0.232, 0.236, 0.445, 0.370],
  "mol_weight_g_mol": 145.102,
  "relative_energy_kj_mol": 184.9,
  "homo_ev": -8.2949,
  "orbital_gap_ev": 8.6,
  "lumo_ev": 0.3
}